Formula: C13H24B2BrN2O4
Source: the Open Molecules 2025 dataset
Level of theory: wB97M-V/def2-TZVPD

Summary:
**Structure (SMILES)**: CCOB(O)c1cn(CC(=O)Br)c(B(O)CC)[n+]1CC(C)C
**Energy above the lowest of the compared OMol25 structures with the same formula, charge and spin**: 0.328 eV
**HOMO energy**: -0.489 Eh
**Gap between HOMO and LUMO**: 0.3478 Eh

Structure (ORCA input):
```
! wB97M-V def2-TZVPD RIJCOSX def2/J DEFGRID3
* xyz 1 1
C -3.11 -2.40 3.37
C -3.62 -1.25 2.52
O -2.70 -0.14 2.57
B -2.33 0.28 1.32
O -3.16 1.11 0.62
C -0.97 -0.28 0.73
C -0.74 -1.59 0.54
N 0.50 -1.73 -0.01
C 1.06 -3.03 -0.39
C 0.10 -4.19 -0.10
O 0.23 -4.88 0.87
Br -1.32 -4.43 -1.40
C 1.05 -0.52 -0.17
B 2.49 -0.30 -0.81
O 3.41 -1.30 -0.60
C 2.92 0.92 -1.71
C 4.42 1.22 -1.45
N 0.16 0.36 0.28
C 0.33 1.81 0.27
C -0.53 2.55 -0.77
C 0.14 3.89 -1.16
C -0.81 1.76 -2.07
H -2.13 -2.70 3.02
H -3.77 -3.27 3.30
H -3.02 -2.09 4.41
H -3.74 -1.62 1.49
H -4.59 -0.94 2.90
H -3.25 1.99 1.01
H -1.46 -2.35 0.78
H 1.28 -3.00 -1.45
H 1.99 -3.22 0.14
H 3.68 -1.36 0.32
H 2.82 0.64 -2.76
H 2.31 1.81 -1.57
H 5.05 0.45 -1.86
H 4.57 1.28 -0.37
H 4.70 2.17 -1.90
H 1.38 2.07 0.21
H 0.01 2.16 1.26
H -1.48 2.81 -0.31
H -0.66 4.54 -1.52
H 0.82 3.76 -1.99
H 0.67 4.35 -0.33
H -1.84 1.93 -2.35
H -0.71 0.68 -1.97
H -0.18 2.09 -2.89
*
```

Need the Löwdin charges? In units of e they are: C -0.053; C -0.217; O 0.077; B -0.575; O 0.198; C 0.004; C 0.020; N 0.032; C -0.090; C -0.777; O 0.088; Br 0.784; C -0.038; B -0.360; O 0.153; C -0.128; C -0.081; N 0.032; C -0.069; C -0.363; C -0.055; C -0.032; H 0.067; H 0.088; H 0.088; H 0.123; H 0.130; H 0.127; H 0.122; H 0.134; H 0.134; H 0.138; H 0.125; H 0.073; H 0.079; H 0.075; H 0.081; H 0.120; H 0.148; H 0.110; H 0.090; H 0.073; H 0.085; H 0.090; H 0.075; H 0.079

---

Formula: C18H25I3N2O2
Source: the Open Molecules 2025 dataset
Level of theory: wB97M-V/def2-TZVPD

Summary:
**Structure (SMILES)**: CCCCN[C@@]1([C@@H](I)[C@H](C)I)C[C@H](CC(=O)I)O[C@@H]1c1cccnc1
**Energy above the lowest of the compared OMol25 structures with the same formula, charge and spin**: 0.604 eV
**HOMO energy**: -0.338 Eh
**Gap between HOMO and LUMO**: 0.3324 Eh

Structure (ORCA input):
```
! wB97M-V def2-TZVPD RIJCOSX def2/J DEFGRID3
* xyz 0 1
C 0.00 3.42 -3.78
C 1.17 2.84 -2.99
C 1.01 3.00 -1.48
C -0.27 2.29 -0.99
N -0.07 1.51 0.25
C -0.28 0.05 0.11
C -1.68 -0.32 -0.34
I -1.81 -2.31 -1.21
C -2.72 -0.06 0.79
C -3.87 -1.04 0.92
I -3.66 1.86 0.34
C 0.88 -0.42 -0.77
C 2.08 -0.14 0.08
C 3.37 -0.74 -0.38
C 4.48 -0.52 0.61
O 5.01 -1.40 1.25
I 5.19 1.52 0.88
O 1.67 -0.61 1.36
C 0.24 -0.52 1.48
C -0.23 -1.88 1.95
C -1.24 -2.00 2.88
C -1.62 -3.27 3.22
C -1.00 -4.33 2.64
N 0.00 -4.27 1.78
C 0.35 -3.02 1.47
H 0.26 3.63 -4.81
H -0.79 2.67 -3.83
H -0.45 4.29 -3.30
H 1.29 1.79 -3.25
H 2.07 3.36 -3.30
H 0.93 4.06 -1.26
H 1.88 2.56 -1.01
H -1.03 3.04 -0.78
H -0.61 1.66 -1.81
H -0.76 1.83 0.93
H -1.99 0.31 -1.16
H -2.22 0.11 1.73
H -3.55 -2.00 1.30
H -4.42 -1.11 0.00
H -4.56 -0.63 1.65
H 0.93 -0.05 -1.79
H 0.91 -1.50 -0.89
H 2.30 0.92 0.23
H 3.67 -0.24 -1.30
H 3.30 -1.80 -0.60
H 0.11 0.23 2.26
H -1.68 -1.11 3.30
H -2.41 -3.43 3.94
H -1.34 -5.32 2.91
H 1.16 -2.91 0.78
*
```

Need the Löwdin charges? In units of e they are: C -0.104; C -0.264; C -0.177; C -0.221; N 0.017; C -0.445; C -0.645; I 0.994; C -0.741; C -0.256; I 0.917; C -0.104; C -0.370; C -0.140; C -0.772; O 0.019; I 0.788; O -0.044; C -0.187; C -0.174; C -0.034; C -0.069; C -0.157; N 0.103; C -0.139; H 0.067; H 0.064; H 0.074; H 0.094; H 0.101; H 0.110; H 0.086; H 0.073; H 0.094; H 0.072; H 0.013; H 0.041; H 0.046; H 0.053; H 0.060; H 0.128; H 0.071; H 0.090; H 0.125; H 0.133; H 0.158; H 0.119; H 0.108; H 0.107; H 0.114

---

Formula: C5H12N4
Source: the Open Molecules 2025 dataset
Level of theory: wB97M-V/def2-TZVPD

Summary:
**Structure (SMILES)**: [H]/N=C\N/C(=N\N)C(C)C
**Energy above the lowest of the compared OMol25 structures with the same formula, charge and spin**: 3.617 eV
**HOMO energy**: -0.314 Eh
**Gap between HOMO and LUMO**: 0.3404 Eh

Structure (ORCA input):
```
! wB97M-V def2-TZVPD RIJCOSX def2/J DEFGRID3
* xyz 0 1
H -0.66 1.42 1.44
N -0.59 2.23 0.79
C 0.39 2.19 -0.05
N 0.99 1.04 -0.55
C 0.66 -0.28 -0.27
N 1.61 -1.06 -0.07
N 2.85 -0.58 -0.04
C -0.72 -1.01 -0.33
C -1.15 -1.23 1.08
C -1.77 -0.26 -1.16
H 0.67 3.21 -0.52
H 1.95 1.12 -0.99
H 3.53 -1.18 0.72
H 2.77 0.57 0.25
H -0.43 -1.94 -0.82
H -1.83 -2.18 1.22
H -1.63 -0.44 1.59
H -0.24 -1.46 1.65
H -2.65 -0.93 -1.39
H -1.38 0.19 -2.13
H -2.36 0.58 -0.44
*
```

Need the Löwdin charges? In units of e they are: H 0.036; N 0.071; C -0.278; N 0.030; C -0.366; N -0.067; N -0.076; C -0.377; C -0.108; C -0.094; H 0.137; H 0.137; H 0.168; H 0.144; H 0.125; H 0.120; H 0.042; H 0.074; H 0.073; H 0.085; H 0.126

---

Formula: C5H13NO2
Source: the Open Molecules 2025 dataset
Level of theory: wB97M-V/def2-TZVPD

Summary:
**Structure (SMILES)**: CC[C@@H](C)NC=O.O
**Energy above the lowest of the compared OMol25 structures with the same formula, charge and spin**: 0.997 eV
**HOMO energy**: -0.347 Eh
**Gap between HOMO and LUMO**: 0.3732 Eh

Structure (ORCA input):
```
! wB97M-V def2-TZVPD RIJCOSX def2/J DEFGRID3
* xyz 0 1
C -1.49 -1.81 -0.79
C -0.36 -1.08 -0.11
C -0.33 0.47 -0.25
C -0.96 1.00 -1.53
N -0.92 1.11 0.93
C -0.16 1.65 1.91
O 1.05 1.65 1.93
H -1.27 -1.90 -1.84
H -1.54 -2.84 -0.46
H -2.48 -1.43 -0.58
H -0.34 -1.26 0.96
H 0.65 -1.44 -0.33
H 0.72 0.73 -0.15
H -1.31 2.02 -1.34
H -1.89 0.49 -1.78
H -0.27 0.97 -2.37
H -1.88 0.96 1.22
H -0.74 2.20 2.66
O 2.69 -2.02 -1.37
H 3.47 -1.76 -1.86
H 2.96 -2.80 -0.88
*
```

Need the Löwdin charges? In units of e they are: C -0.114; C -0.202; C -0.353; C -0.048; N 0.036; C -0.366; O 0.010; H 0.070; H 0.070; H 0.072; H 0.105; H 0.080; H 0.129; H 0.078; H 0.064; H 0.083; H 0.137; H 0.125; O -0.049; H 0.035; H 0.038

---

Formula: NO4S2
Source: the Open Molecules 2025 dataset
Level of theory: wB97M-V/def2-TZVPD

Summary:
**Energy above the lowest of the compared OMol25 structures with the same formula, charge and spin**: 3.490 eV
**HOMO energy**: -0.129 Eh
**Gap between HOMO and LUMO**: 0.2628 Eh

Structure (ORCA input):
```
! wB97M-V def2-TZVPD RIJCOSX def2/J DEFGRID3
* xyz -1 1
N 1.33 -0.31 0.06
O 2.13 -0.11 0.93
O -0.24 1.62 1.21
O 1.48 -1.04 -0.94
O -2.36 -0.82 -1.25
S -2.05 -0.20 0.08
S -0.28 0.87 -0.08
*
```

Need the Löwdin charges? In units of e they are: N -0.551; O -0.004; O -0.646; O -0.081; O -0.820; S 0.456; S 0.646

---

Formula: C22H25BrF5IO6
Source: the Open Molecules 2025 dataset
Level of theory: wB97M-V/def2-TZVPD

Summary:
**Structure (SMILES)**: O=C(I)O[C@](Br)(CCCC(F)(F)C(F)(F)F)Cc1ccccc1.O=C1CCCO1.O=C1CCCO1
**Energy above the lowest of the compared OMol25 structures with the same formula, charge and spin**: 0.000 eV
**HOMO energy**: -0.341 Eh
**Gap between HOMO and LUMO**: 0.3524 Eh

Structure (ORCA input):
```
! wB97M-V def2-TZVPD RIJCOSX def2/J DEFGRID3
* xyz 0 1
O -3.03 -4.48 -1.74
C -2.49 -4.26 -2.76
I -1.67 -5.85 -3.94
O -2.31 -3.07 -3.35
C -1.52 -2.06 -2.70
Br -0.44 -1.34 -4.18
C -0.61 -2.67 -1.64
C 0.53 -1.79 -1.10
C 0.21 -0.75 -0.02
C -0.38 -1.26 1.28
F -1.71 -1.53 1.18
F -0.24 -0.29 2.23
C 0.31 -2.51 1.90
F -0.03 -3.62 1.24
F -0.05 -2.65 3.18
F 1.64 -2.36 1.85
C -2.44 -0.93 -2.16
C -3.92 -1.17 -2.36
C -4.71 -1.58 -1.30
C -6.06 -1.82 -1.47
C -6.65 -1.64 -2.72
C -5.87 -1.21 -3.78
C -4.51 -0.97 -3.61
H -1.25 -2.98 -0.81
H -0.15 -3.55 -2.07
H 1.27 -2.47 -0.69
H 1.03 -1.26 -1.91
H 1.15 -0.27 0.27
H -0.43 0.05 -0.39
H -2.17 0.01 -2.64
H -2.27 -0.81 -1.10
H -4.25 -1.73 -0.33
H -6.65 -2.15 -0.62
H -7.70 -1.84 -2.84
H -6.31 -1.07 -4.76
H -3.90 -0.65 -4.44
O 2.80 1.19 1.84
C 2.60 1.43 2.99
C 2.68 0.49 4.17
C 1.94 1.25 5.27
C 2.19 2.70 4.86
O 2.28 2.68 3.42
H 3.74 0.33 4.41
H 2.23 -0.46 3.92
H 2.28 1.03 6.28
H 0.88 1.03 5.21
H 3.14 3.09 5.25
H 1.39 3.38 5.14
O 4.49 3.86 -2.94
C 4.33 4.11 -1.79
C 4.43 3.17 -0.60
C 3.74 3.95 0.51
C 3.99 5.39 0.09
O 4.03 5.36 -1.35
H 5.49 3.00 -0.39
H 3.96 2.22 -0.83
H 4.10 3.72 1.51
H 2.67 3.74 0.50
H 4.96 5.77 0.45
H 3.21 6.08 0.39
*
```

Need the Löwdin charges? In units of e they are: O 0.075; C -0.961; I 0.878; O -0.172; C -0.724; Br 0.823; C -0.191; C -0.166; C -0.068; C -0.425; F 0.113; F 0.102; C -0.542; F 0.176; F 0.171; F 0.164; C -0.126; C -0.226; C -0.036; C -0.075; C -0.089; C -0.076; C -0.033; H 0.112; H 0.115; H 0.115; H 0.078; H 0.122; H 0.132; H 0.101; H 0.094; H 0.112; H 0.103; H 0.100; H 0.103; H 0.116; O 0.112; C -0.486; C -0.066; C -0.143; C -0.146; O 0.018; H 0.135; H 0.113; H 0.116; H 0.119; H 0.127; H 0.125; O 0.121; C -0.489; C -0.073; C -0.165; C -0.154; O 0.021; H 0.132; H 0.121; H 0.105; H 0.116; H 0.124; H 0.123

---

Formula: C23H30N4O2
Source: the Open Molecules 2025 dataset
Level of theory: wB97M-V/def2-TZVPD

Summary:
**Structure (SMILES)**: C=CCCC(=O)N1CCC(n2nccc2NC(=O)CCCc2ccccc2)CC1
**Energy above the lowest of the compared OMol25 structures with the same formula, charge and spin**: 1.633 eV
**HOMO energy**: -0.324 Eh
**Gap between HOMO and LUMO**: 0.3430 Eh

Structure (ORCA input):
```
! wB97M-V def2-TZVPD RIJCOSX def2/J DEFGRID3
* xyz 0 1
C -8.48 -1.22 0.94
C -7.34 -1.75 1.34
C -6.02 -1.69 0.63
C -6.04 -0.92 -0.69
C -4.68 -0.97 -1.35
O -4.42 -1.79 -2.21
N -3.75 -0.06 -0.96
C -3.85 0.92 0.09
C -2.82 0.64 1.20
C -1.40 0.49 0.66
N -0.86 1.77 0.25
N -1.62 2.85 0.18
C -0.86 3.83 -0.28
C 0.44 3.37 -0.50
C 0.41 2.04 -0.15
N 1.45 1.11 -0.22
C 1.86 0.28 0.79
O 1.29 0.19 1.85
C 3.07 -0.56 0.41
C 3.84 -1.00 1.65
C 4.96 -1.99 1.31
C 5.96 -1.38 0.37
C 5.97 -1.70 -0.98
C 6.88 -1.10 -1.84
C 7.78 -0.17 -1.36
C 7.79 0.15 -0.02
C 6.88 -0.44 0.84
C -1.39 -0.50 -0.51
C -2.43 -0.10 -1.56
H -9.38 -1.32 1.52
H -8.58 -0.67 0.02
H -7.31 -2.30 2.27
H -5.29 -1.25 1.31
H -5.69 -2.72 0.43
H -6.38 0.11 -0.54
H -6.73 -1.41 -1.38
H -4.85 0.94 0.52
H -3.63 1.91 -0.33
H -2.85 1.46 1.92
H -3.08 -0.29 1.71
H -0.76 0.11 1.46
H -1.26 4.81 -0.42
H 1.28 3.93 -0.87
H 2.08 1.26 -0.99
H 3.73 0.00 -0.26
H 2.70 -1.44 -0.12
H 4.27 -0.12 2.14
H 3.14 -1.46 2.35
H 5.46 -2.28 2.24
H 4.53 -2.88 0.86
H 5.27 -2.42 -1.36
H 6.87 -1.37 -2.89
H 8.49 0.29 -2.04
H 8.49 0.88 0.36
H 6.89 -0.19 1.89
H -1.63 -1.50 -0.13
H -0.40 -0.54 -0.97
H -2.46 -0.82 -2.38
H -2.20 0.90 -1.96
*
```

Need the Löwdin charges? In units of e they are: C 0.002; C -0.182; C -0.195; C -0.121; C -0.462; O 0.046; N -0.047; C -0.147; C -0.107; C -0.251; N -0.038; N 0.073; C -0.138; C -0.007; C -0.240; N 0.149; C -0.462; O 0.080; C -0.104; C -0.183; C -0.157; C -0.255; C -0.055; C -0.086; C -0.097; C -0.084; C -0.045; C -0.094; C -0.126; H 0.050; H 0.050; H 0.096; H 0.103; H 0.128; H 0.110; H 0.126; H 0.113; H 0.109; H 0.118; H 0.116; H 0.127; H 0.100; H 0.095; H 0.152; H 0.118; H 0.135; H 0.121; H 0.116; H 0.118; H 0.115; H 0.111; H 0.101; H 0.100; H 0.102; H 0.115; H 0.130; H 0.108; H 0.121; H 0.132

---

Formula: C45H53As3N5O8TeW
Source: the Open Molecules 2025 dataset
Level of theory: wB97M-V/def2-TZVPD

Summary:
**HOMO energy (alpha / beta)**: -0.522 / -0.553 Eh
**Gap between HOMO and LUMO (alpha / beta)**: 0.1935 / 0.2242 Eh

Structure (ORCA input):
```
! wB97M-V def2-TZVPD RIJCOSX def2/J DEFGRID3
* xyz 3 3
W 0.18 0.25 -0.98
C 0.11 2.03 6.03
C 0.42 1.59 4.63
C 1.25 0.49 4.39
C 1.51 0.06 3.11
C 0.98 0.73 1.99
N 1.33 0.30 0.69
C 2.70 -0.05 0.55
C 3.72 0.80 1.00
C 5.05 0.47 0.86
C 5.43 -0.73 0.24
C 6.88 -1.08 0.06
C 4.43 -1.57 -0.20
C 3.08 -1.25 -0.03
N 2.10 -2.19 -0.42
C 2.25 -3.53 -0.45
C 1.10 -4.08 -0.96
C 0.27 -2.99 -1.22
N 0.86 -1.84 -0.87
C 0.14 1.81 2.23
C -0.14 2.22 3.54
N -0.52 2.49 1.16
C -1.17 3.67 1.27
C -2.03 3.80 0.20
C -1.85 2.65 -0.54
N -0.91 1.86 0.01
H 1.02 2.08 6.63
H -0.56 1.32 6.52
H -0.37 3.01 6.06
H 1.68 -0.05 5.23
H 2.16 -0.79 2.94
H 3.44 1.70 1.54
H 5.81 1.14 1.24
H 7.42 -0.97 1.01
H 7.36 -0.40 -0.65
H 7.01 -2.10 -0.29
H 4.69 -2.50 -0.69
H 3.16 -3.99 -0.10
H 0.89 -5.12 -1.14
H -0.71 -2.98 -1.66
H -0.83 3.03 3.71
H -0.98 4.33 2.10
H -2.71 4.61 0.00
H -2.35 2.34 -1.45
C -2.06 -2.69 0.83
As -1.87 -0.78 0.62
C -3.54 -0.25 -0.24
C -2.21 -0.18 2.43
H -2.91 -2.85 1.49
H -1.17 -3.12 1.29
H -2.26 -3.16 -0.12
H -3.97 0.59 0.30
H -4.23 -1.09 -0.19
H -3.38 0.01 -1.28
H -3.14 -0.64 2.73
H -2.33 0.90 2.45
H -1.40 -0.48 3.10
C 4.05 -0.77 -3.54
O 3.08 0.07 -4.21
C 1.97 0.38 -3.64
O 1.71 -0.05 -2.48
C 1.00 1.13 -4.41
C 0.87 0.99 -5.75
As -0.83 1.37 -6.70
C -0.58 0.16 -8.22
C -1.95 0.29 -5.49
C -1.59 0.15 -4.13
As -0.55 1.51 -3.34
C -1.31 3.20 -3.92
C -1.62 -0.94 -3.31
O -1.20 -0.88 -2.06
O -1.96 -2.14 -3.76
C -3.07 -2.82 -3.14
C -3.24 -0.23 -5.97
O -4.02 -0.83 -5.26
O -3.46 0.09 -7.24
C -4.73 -0.35 -7.79
C 1.92 0.30 -6.57
O 1.86 -0.89 -6.67
O 2.85 1.01 -7.19
C 2.81 2.45 -7.14
H 4.91 -0.79 -4.20
H 3.63 -1.78 -3.44
H 4.29 -0.35 -2.57
H 0.21 0.57 -8.85
H -1.51 0.17 -8.77
H -0.32 -0.84 -7.89
H -2.28 2.97 -4.35
H -0.68 3.65 -4.68
H -1.43 3.88 -3.09
H -3.65 -3.26 -3.94
H -3.70 -2.11 -2.60
H -2.70 -3.60 -2.47
H -4.76 0.02 -8.80
H -5.55 0.06 -7.20
H -4.78 -1.44 -7.77
H 3.44 2.79 -7.95
H 3.20 2.81 -6.19
H 1.80 2.83 -7.30
C 2.50 3.82 0.51
Te 2.09 2.78 -1.32
C 0.94 4.52 -1.82
C 1.39 5.59 -0.87
C 1.06 6.93 -1.10
C 1.44 7.90 -0.20
C 2.16 7.56 0.94
C 2.50 6.24 1.17
C 2.12 5.25 0.27
H 3.57 3.71 0.69
H 1.95 3.36 1.33
H -0.11 4.28 -1.66
H 1.10 4.77 -2.86
H 0.51 7.20 -2.00
H 1.18 8.94 -0.39
H 2.47 8.33 1.64
H 3.08 5.98 2.04
*
```

Atomic partial charges in e from the Löwdin method, atoms 1 to 99: W 1.495; C -0.018; C -0.240; C 0.005; C 0.007; C -0.273; N -0.179; C -0.291; C -0.043; C 0.007; C -0.242; C -0.018; C 0.018; C -0.145; N -0.032; C 0.006; C 0.018; C -0.109; N -0.075; C -0.188; C 0.018; N -0.045; C 0.000; C 0.012; C -0.173; N -0.173; H 0.097; H 0.100; H 0.087; H 0.136; H 0.134; H 0.101; H 0.135; H 0.098; H 0.097; H 0.087; H 0.128; H 0.146; H 0.126; H 0.087; H 0.123; H 0.149; H 0.132; H 0.098; C -0.232; As 1.147; C -0.231; C -0.230; H 0.056; H 0.047; H 0.020; H 0.045; H 0.054; H 0.015; H 0.059; H 0.034; H 0.043; C 0.063; O 0.033; C -0.538; O -0.224; C -0.289; C -0.253; As 1.330; C -0.245; C -0.250; C -0.325; As 1.233; C -0.232; C -0.494; O -0.388; O -0.019; C 0.004; C -0.527; O 0.127; O -0.089; C 0.005; C -0.577; O 0.162; O 0.021; C -0.009; H 0.120; H 0.117; H 0.089; H 0.049; H 0.032; H 0.048; H 0.052; H 0.037; H 0.011; H 0.108; H 0.093; H 0.085; H 0.102; H 0.102; H 0.105; H 0.112; H 0.099; H 0.082